# C6H11IOS

A cluster of 2 separate species, C6H11IOS in total (the ωB97M-V functional and the def2-TZVPD basis, the OMol25 dataset).

## Properties
**E_LUMO (spin up / spin down)**: 0.36 / 0.41 eV
**HOMO level (spin up / spin down)**: -7.32 / -7.38 eV

```
! wB97M-V def2-TZVPD RIJCOSX def2/J DEFGRID3
* xyz 0 1
C -1.449 1.476 -0.527
C -0.585 0.778 -1.667
C 1.044 1.000 0.105
C -1.153 -0.555 -2.200
C 1.484 -1.019 2.658
C 0.570 -1.007 1.453
O 0.677 0.537 -1.108
S -0.191 2.170 0.667
I 0.990 -2.483 0.023
H -2.078 2.315 -0.935
H -1.797 0.714 0.111
H -0.487 1.405 -2.600
H 2.113 1.390 0.126
H -1.301 -1.076 -1.283
H -0.412 -1.093 -2.852
H -2.096 -0.509 -2.816
H 1.269 -0.002 3.100
H 2.594 -1.194 2.518
H 1.233 -1.802 3.378
H -0.428 -1.045 1.848
*
```

---

# C6H11ISi

A cluster of 2 separate species, C6H11ISi in total (the ωB97M-V functional and the def2-TZVPD basis, the OMol25 dataset).

## Properties
**E_LUMO (spin up / spin down)**: -0.99 / -0.66 eV
**HOMO level (spin up / spin down)**: -9.43 / -8.18 eV

```
! wB97M-V def2-TZVPD RIJCOSX def2/J DEFGRID3
* xyz 0 1
C 1.427 -3.116 0.048
C 1.398 -1.913 0.138
C -1.613 -0.422 0.948
C 0.086 2.250 0.433
C -0.663 0.323 -1.927
C 1.363 -0.536 0.172
Si -0.257 0.448 -0.060
I 3.208 0.424 -0.175
H 1.427 -4.166 -0.009
H -2.492 0.205 1.042
H -1.917 -1.347 0.466
H -1.266 -0.664 1.946
H 0.724 2.300 1.311
H 0.585 2.786 -0.370
H -0.829 2.783 0.663
H -0.837 -0.712 -2.214
H -1.558 0.887 -2.177
H 0.147 0.705 -2.544
H 1.066 -0.234 2.309
*
```

---

In the order shown, the computed ΔE to the lowest compared entry with this formula, charge and spin values come out to 48.9; 63.4 kcal per mole.